# 1
Formula: C3H4N2O2
Source: the Open Molecules 2025 dataset
Level of theory: ωB97M-V/def2-TZVPD

Geometry as ORCA input:
```
! wB97M-V def2-TZVPD RIJCOSX def2/J DEFGRID3
* xyz 0 1
N -1.76 -0.48 0.12
C -0.47 0.02 -0.07
C 0.00 1.26 0.05
O 1.40 1.21 0.10
C 1.79 -0.12 0.03
O 2.92 -0.53 0.09
N 0.62 -0.83 -0.19
H -2.07 -1.14 -0.58
H -2.43 0.27 0.22
H -0.53 2.17 0.31
H 0.53 -1.83 -0.08
*
```

- E_HOMO (hartree) = -0.305
- SMILES = Nc1coc(=O)[nH]1
- LUMO energy (eV) = 0.591
- gap between HOMO and LUMO (eV) = 8.9
- energy above the lowest of the compared OMol25 structures with the same formula, charge and spin (eV) = 1.290

Atomic partial charges in e from the Mulliken method, atoms 1 to 5:
1. N -0.53
2. C 0.35
3. C -0.31
4. O -0.33
5. C 0.39

---

# 2
Formula: C3H4N2O2
Source: the Open Molecules 2025 dataset
Level of theory: ωB97M-V/def2-TZVPD

Geometry as ORCA input:
```
! wB97M-V def2-TZVPD RIJCOSX def2/J DEFGRID3
* xyz 0 1
C -0.96 1.65 0.18
C -0.64 0.37 0.02
N -1.40 -0.72 0.26
O -1.37 -1.74 -0.43
C 0.91 -0.09 0.28
N 1.26 -1.17 -0.44
O 1.61 0.60 0.96
H -0.18 2.39 0.23
H -1.99 1.97 0.16
H 0.54 -1.78 -0.80
H 2.22 -1.48 -0.41
*
```

- E_HOMO (hartree) = -0.344
- SMILES = C=C(N=O)C(N)=O
- LUMO energy (eV) = -1.223
- gap between HOMO and LUMO (eV) = 8.1
- energy above the lowest of the compared OMol25 structures with the same formula, charge and spin (eV) = 4.643

Atomic partial charges in e from the Mulliken method, atoms 1 to 5:
1. C -0.71
2. C 0.54
3. N -0.08
4. O -0.36
5. C 0.47

---

- The lowest energy above the lowest of the compared OMol25 structures with the same formula, charge and spin belongs to which entry?
  number 1

---

- Number 1 is which compound?
  C3H4N2O2

---

- Look up the gap between HOMO and LUMO of the first one.
  8.9 eV

---

What did the second record say?
Formula: C3H4N2O2
Source: the Open Molecules 2025 dataset
Level of theory: ωB97M-V/def2-TZVPD

Geometry as ORCA input:
```
! wB97M-V def2-TZVPD RIJCOSX def2/J DEFGRID3
* xyz 0 1
C -0.96 1.65 0.18
C -0.64 0.37 0.02
N -1.40 -0.72 0.26
O -1.37 -1.74 -0.43
C 0.91 -0.09 0.28
N 1.26 -1.17 -0.44
O 1.61 0.60 0.96
H -0.18 2.39 0.23
H -1.99 1.97 0.16
H 0.54 -1.78 -0.80
H 2.22 -1.48 -0.41
*
```

- E_HOMO (hartree) = -0.344
- SMILES = C=C(N=O)C(N)=O
- LUMO energy (eV) = -1.223
- gap between HOMO and LUMO (eV) = 8.1
- energy above the lowest of the compared OMol25 structures with the same formula, charge and spin (eV) = 4.643

Atomic partial charges in e from the Mulliken method, atoms 1 to 5:
1. C -0.71
2. C 0.54
3. N -0.08
4. O -0.36
5. C 0.47